A 2-piece molecular cluster, C6H16NO overall in a non-equilibrium geometry. Source: OMol25; level of theory: ωB97M-V with the def2-TZVPD basis set.

XYZ file:
```
24
Properties=species:S:1:pos:R:3:nbo_charge:R:1
H 3.6586 -0.9701 0.4207 0.233
C 3.0665 -0.5800 -0.4308 -0.667
H 1.4888 -1.1035 1.8338 0.188
C -1.8284 0.6684 0.6115 -0.509
N -1.3769 -0.6140 -1.3628 -0.638
H 1.5549 0.6947 1.9355 0.195
H -1.5272 1.4606 1.2526 0.274
H -3.8977 0.0105 -0.1971 0.213
H 1.2900 -1.2702 -1.5337 0.185
H -2.0867 -1.2240 -0.9640 0.418
H 3.2142 0.5125 -0.5562 0.228
C -3.3731 0.8766 0.2475 -0.613
H 0.0204 -0.1761 2.1306 0.191
H -1.0392 -0.7385 -2.2329 0.420
O 0.8116 -0.3070 0.1587 -0.565
C 0.9351 -0.1895 1.5226 -0.272
H -3.9866 1.0709 1.0811 0.249
H 3.6201 -0.9729 -1.2659 0.239
C 1.7248 -1.0992 -0.5606 -0.062
H -1.9108 -0.2901 1.1184 0.248
H -3.6721 1.7039 -0.3595 0.234
C -1.1738 0.4385 -0.6773 0.383
H -0.6090 1.2408 -1.1853 0.242
H 1.8225 -2.0734 -0.0213 0.184
```

Calculated values
- HOMO energy: -13.726 eV
- Frontier orbital gap: 9.90 eV
- LUMO energy: -3.8 eV
- DFT total energy: -10010.4597 eV
- Maximum force: 4.41 eV/Å
- Total charge: +1
- ΔE to the lowest compared entry with this formula, charge and spin: 275.24 kJ/mol
- Molecular weight: 118.20 g/mol